Molecular formula: C5H14N2
Method: DFT, ωB97M-V with the def2-TZVPD basis set

As for the lowest unoccupied orbital energy (spin up / spin down): 3.89 / 3.91 eV. Its HOMO energy (spin up / spin down) is 1.47 / -4.77 eV. The expectation value of S² is 0.750. The value obtained for the total energy is -8389.50268 eV. The HOMO-LUMO gap (spin up / spin down) comes out at 0.0888 / 0.3191 hartree.

The geometry in ORCA input format:
```
! wB97M-V def2-TZVPD RIJCOSX def2/J DEFGRID3
* xyz -1 2
C 0.074 -1.833 2.641
C -0.229 -0.481 2.012
N -0.918 -0.609 0.705
C -0.119 -0.610 -0.515
C -0.681 0.414 -1.505
N -0.121 1.772 -1.413
C 0.989 2.041 -2.299
H -0.468 -2.664 2.222
H 1.108 -2.047 2.322
H 0.019 -1.954 3.725
H -0.914 0.176 2.556
H 0.644 0.150 1.844
H -1.654 -1.294 0.733
H 0.882 -0.300 -0.237
H 0.036 -1.615 -0.925
H -1.726 0.497 -1.259
H -0.643 0.092 -2.551
H -0.025 1.871 -0.410
H 1.491 2.920 -1.892
H 0.594 2.288 -3.290
H 1.659 1.187 -2.465
*
```

These are the natural (NBO) partial charges, in e, on atoms 1 to 8: C -1.032; C -0.368; N -0.669; C -0.438; C -0.264; N -0.650; C -0.471; H 0.198